No. 1
64
Properties=species:S:1:pos:R:3:forces:R:3 method="wB97M-V/def2-TZVPD" lumo_energy_ev="0.451 / 0.406" gap_ev="4.00 / 4.28" spin_multiplicity=2
P 0.348 -2.508 0.274 -0.039 0.720 2.513
P -0.145 1.772 0.748 -0.199 -1.207 2.406
C -0.175 -0.784 -1.010 -0.747 0.757 -2.978
C 0.361 0.639 -0.751 0.519 1.061 -0.222
H -1.205 -0.815 -1.399 0.301 0.178 0.095
H 0.441 -1.266 -1.777 0.045 0.438 0.320
H 1.458 0.618 -0.765 -0.130 0.182 0.059
H 0.034 1.297 -1.565 0.138 -0.139 0.252
C -1.790 2.413 0.433 -0.374 0.472 -0.373
H -2.113 3.012 1.294 0.189 -0.043 -0.084
H -2.485 1.570 0.332 0.311 0.127 0.064
H -1.833 3.022 -0.474 0.005 0.000 0.004
C 1.111 3.032 0.875 0.472 1.126 -0.847
H 0.912 3.862 0.186 0.321 -0.014 0.091
H 2.097 2.600 0.660 -0.250 0.111 0.020
H 1.119 3.409 1.908 -0.187 -0.215 -0.187
C -0.792 -3.719 -0.428 -0.086 -0.192 -0.219
H -0.908 -4.556 0.271 0.060 0.149 -0.187
H -0.429 -4.103 -1.388 -0.092 0.072 0.125
H -1.767 -3.241 -0.572 0.170 -0.086 0.007
C 2.044 -2.843 -0.257 0.340 -0.216 -0.362
H 2.651 -1.933 -0.180 -0.141 -0.158 -0.010
H 2.073 -3.189 -1.295 0.048 0.059 0.117
H 2.495 -3.617 0.379 -0.140 0.168 -0.155
Cu -0.399 -0.466 0.891 -0.945 -0.944 2.039
C 0.630 1.201 -3.900 -0.349 0.305 -0.321
C -0.711 1.227 -3.800 0.967 0.620 -0.487
C -1.596 0.578 -4.819 -0.444 -0.335 -0.091
C -1.261 -0.903 -5.153 -0.363 -0.272 -0.209
C -0.563 -1.706 -4.078 0.479 -0.358 -0.282
C 0.777 -1.743 -3.972 -0.870 -0.668 -0.675
C 1.680 -0.975 -4.892 0.369 0.209 0.015
C 1.341 0.527 -5.058 0.310 0.477 -0.160
C 0.384 -2.837 2.065 0.507 -1.445 0.704
H 1.297 1.754 -3.216 -0.625 -0.357 -0.186
H -1.232 1.843 -3.062 0.327 -0.270 0.062
H -1.567 1.128 -5.774 -0.044 0.019 0.342
H -2.636 0.615 -4.468 0.230 0.102 -0.051
H -2.220 -1.400 -5.364 0.299 0.097 -0.038
H -0.699 -0.934 -6.102 -0.021 -0.109 0.439
H -1.225 -2.331 -3.454 0.584 0.369 -0.123
H 1.287 -2.449 -3.310 -0.362 0.264 0.046
H 1.672 -1.413 -5.903 0.052 -0.071 0.300
H 2.713 -1.050 -4.528 -0.238 -0.095 -0.066
H 2.301 1.052 -5.196 -0.323 -0.110 -0.066
H 0.790 0.671 -6.003 0.033 0.032 0.470
H 0.741 -1.953 2.606 -0.085 -0.178 -0.205
H 1.024 -3.689 2.332 -0.019 -0.228 0.244
H -0.637 -3.037 2.400 0.088 0.095 -0.016
C 1.131 0.600 6.322 0.150 -0.147 0.051
Si -0.326 1.414 5.473 0.120 -0.171 -1.789
C -1.933 0.656 6.056 -0.150 -0.102 0.154
C -0.331 3.218 6.003 -0.014 0.316 0.208
C -0.213 1.129 3.629 0.186 1.070 2.665
C -0.207 1.011 2.375 -0.315 -1.283 -3.303
H 1.069 0.769 7.406 0.078 -0.055 -0.194
H 2.083 1.009 5.957 -0.191 -0.063 0.103
H 1.133 -0.481 6.135 0.019 0.175 0.068
H -2.012 0.709 7.151 -0.080 -0.026 -0.172
H -2.792 1.179 5.618 0.135 -0.090 0.097
H -1.985 -0.395 5.746 -0.010 0.175 0.096
H 0.555 3.764 5.654 -0.150 -0.181 0.029
H -1.216 3.752 5.632 0.145 -0.134 0.017
H -0.347 3.282 7.103 -0.013 0.017 -0.169



No. 2
33
Properties=species:S:1:pos:R:3:forces:R:3 method="wB97M-V/def2-TZVPD" lumo_energy_ev=-7.167 smiles="CN(C)C1=N[P@@](C)(=[N+](C)C)NC(=[NH2+])N1" total_charge=+2 gap_ev=9.41
C -0.121 0.580 -1.282 -2.137 -0.170 -1.527
C 1.799 1.082 0.092 0.628 -0.863 1.442
C -2.014 0.295 -2.794 1.593 -1.305 2.645
C 0.164 1.360 -3.536 1.142 -0.621 -2.472
C -0.784 -2.030 2.999 0.089 2.341 1.696
C 0.188 -2.681 0.792 2.007 2.475 -0.534
C -1.313 0.932 2.652 -1.197 -0.974 -1.189
N -0.848 -0.015 -0.343 0.709 1.270 1.876
N 1.205 0.980 -1.126 -0.387 0.680 3.046
N 1.149 0.721 1.228 0.801 0.060 -0.614
N 3.107 1.421 0.073 -2.119 -0.157 -1.243
N -0.650 0.795 -2.504 1.249 -0.400 1.955
N -0.177 -1.529 1.755 0.282 -0.869 0.285
P -0.438 0.002 1.265 0.713 -0.796 -0.697
H -2.321 0.807 -3.640 -0.855 0.439 -1.726
H -1.822 -0.798 -2.853 -1.103 0.587 -0.505
H -2.640 0.524 -1.912 0.162 -0.210 -0.669
H 0.539 2.327 -3.304 -0.534 1.253 -0.005
H 1.098 0.878 -3.864 0.148 -0.997 1.180
H -0.244 1.232 -4.558 -0.881 0.877 0.846
H -0.389 -1.508 3.974 -0.885 -0.661 -1.955
H -1.870 -1.948 2.894 0.186 -0.363 0.580
H -0.449 -3.013 3.110 0.097 -1.649 0.144
H -0.718 -3.158 0.580 -1.293 -0.739 -0.713
H 0.587 -2.074 -0.089 -0.500 -1.608 0.724
H 0.942 -3.489 1.101 -0.884 1.808 0.282
H -0.942 0.795 3.687 0.029 -0.651 -0.786
H -1.359 2.009 2.535 0.269 0.167 -0.713
H -2.381 0.571 2.528 1.046 0.304 0.561
H 1.907 0.869 -1.787 0.816 -0.059 -2.284
H 1.699 0.456 2.064 -0.052 0.785 -0.687
H 3.376 2.134 -0.561 0.135 0.438 -1.264
H 3.718 1.474 0.823 0.726 -0.394 2.321



No. 3
96
Properties=species:S:1:pos:R:3:forces:R:3 method="wB97M-V/def2-TZVPD" lumo_energy_ev=-5.827 total_charge=+2 gap_ev=6.44
Hf -0.155 -0.354 0.184 -0.150 -0.755 0.367
C -3.248 -5.227 -3.365 -0.005 0.010 0.004
C -2.226 -4.382 -2.658 0.031 -0.026 0.048
C -1.577 -4.829 -1.505 -0.017 0.029 -0.058
C -0.624 -4.058 -0.871 0.009 -0.011 0.036
C -0.257 -2.797 -1.356 -0.131 -0.031 -0.206
N 0.773 -2.027 -0.747 -0.033 0.517 0.138
C 2.013 -2.678 -0.627 0.116 0.103 0.015
C 2.301 -3.865 -1.309 0.028 -0.001 -0.046
C 3.496 -4.538 -1.153 0.005 0.012 -0.001
C 4.477 -4.071 -0.286 -0.014 -0.013 -0.010
C 5.765 -4.813 -0.066 -0.003 0.012 -0.001
C 4.222 -2.875 0.363 0.019 0.012 0.002
C 3.044 -2.160 0.168 -0.015 -0.016 -0.030
N 2.969 -0.877 0.808 0.056 -0.020 0.039
C 4.043 -0.164 1.206 -0.041 -0.001 -0.006
C 3.617 0.815 2.071 -0.005 0.011 0.021
C 2.239 0.640 2.143 0.009 -0.015 -0.005
N 1.842 -0.367 1.363 -0.051 0.032 -0.015
C -0.949 -2.339 -2.479 0.019 -0.024 0.020
C -1.912 -3.112 -3.117 -0.016 0.032 -0.041
N -0.784 -0.988 -2.909 -0.029 -0.002 0.015
C -0.851 -0.495 -4.156 0.018 0.030 0.041
C -0.979 0.876 -4.065 -0.005 -0.016 -0.035
C -0.992 1.142 -2.700 -0.001 -0.009 0.024
N -0.877 0.014 -1.995 -0.057 -0.090 -0.001
H -3.452 -6.141 -2.812 -0.006 0.000 0.000
H -2.896 -5.506 -4.359 0.007 -0.007 0.000
H -4.187 -4.687 -3.493 -0.001 0.001 -0.005
H -1.821 -5.803 -1.101 -0.002 -0.006 0.000
H -0.115 -4.441 0.003 -0.002 0.011 0.006
H 1.566 -4.275 -1.986 0.009 -0.002 0.007
H 3.658 -5.455 -1.704 0.004 -0.004 -0.002
H 5.684 -5.845 -0.401 0.000 -0.004 0.001
H 6.041 -4.819 0.988 0.004 0.000 0.003
H 6.582 -4.348 -0.620 0.002 -0.002 -0.003
H 4.957 -2.502 1.065 -0.003 -0.003 0.001
H 5.030 -0.407 0.855 0.007 -0.002 0.005
H 4.217 1.551 2.576 0.009 0.004 0.001
H 1.519 1.211 2.702 -0.003 0.000 0.003
H -2.445 -2.695 -3.964 -0.010 -0.002 0.001
H -0.805 -1.151 -5.010 0.000 0.001 -0.011
H -1.049 1.581 -4.873 -0.001 0.002 -0.004
H -1.055 2.093 -2.196 -0.008 0.000 0.006
C -4.279 -2.127 -0.108 0.022 0.025 0.036
C -4.708 -2.177 1.215 0.024 0.005 -0.021
C -4.057 -1.403 2.147 -0.077 0.010 0.001
C -2.963 -0.624 1.769 0.035 -0.056 -0.116
N -2.463 -0.678 0.513 0.128 0.004 0.030
C -3.170 -1.374 -0.402 -0.039 -0.067 -0.041
N -2.496 0.252 2.728 0.038 0.049 0.091
C -1.654 1.202 2.500 0.001 0.038 -0.049
N -0.778 1.352 1.437 0.065 0.049 -0.043
C -0.175 2.609 1.568 0.072 0.039 0.002
N 0.676 3.185 0.813 -0.020 0.072 0.065
C 1.282 2.648 -0.299 0.021 -0.100 -0.063
C 2.096 3.533 -1.019 -0.018 0.026 0.035
C 2.839 3.087 -2.084 0.009 -0.021 -0.024
C 2.779 1.735 -2.419 0.006 0.013 0.012
C 1.944 0.924 -1.698 -0.015 -0.054 -0.035
N 1.174 1.354 -0.668 0.119 0.024 -0.086
C -0.655 3.246 2.807 -0.120 -0.149 0.052
C -0.378 4.480 3.361 0.010 0.028 -0.004
C -1.025 4.800 4.549 -0.001 -0.010 -0.010
C -1.933 3.920 5.138 0.000 -0.005 -0.007
C -2.217 2.686 4.563 0.000 -0.002 0.019
C -1.543 2.362 3.401 0.122 0.090 -0.071
H -4.788 -2.664 -0.894 0.006 0.000 -0.006
H -5.560 -2.781 1.498 -0.005 0.006 0.010
H -4.394 -1.335 3.171 -0.006 0.002 -0.002
H -2.817 -1.320 -1.417 0.006 -0.010 0.002
H 2.123 4.560 -0.685 0.006 0.001 -0.001
H 3.471 3.768 -2.637 0.001 0.007 -0.001
H 3.362 1.321 -3.228 0.003 0.000 -0.004
H 1.857 -0.128 -1.946 -0.008 0.010 -0.006
H 0.306 5.166 2.880 0.003 0.006 0.004
H -0.839 5.756 5.019 0.008 0.003 -0.001
H -2.435 4.214 6.050 -0.003 -0.002 0.003
H -2.950 2.018 4.993 -0.010 -0.021 0.014
C -1.879 -0.587 6.480 -0.013 -0.005 -0.003
C -1.125 -1.685 5.813 -0.034 0.062 -0.087
C -0.535 -2.731 6.454 0.051 -0.069 0.031
C 0.129 -3.699 5.674 -0.047 0.059 0.067
N 0.212 -3.600 4.356 0.014 0.040 -0.073
C -0.353 -2.564 3.732 0.044 -0.101 0.054
S -0.223 -2.520 2.028 -0.151 0.216 -0.104
N -1.022 -1.630 4.459 -0.065 0.086 0.035
C 0.778 -4.884 6.303 0.011 -0.019 -0.006
H -1.984 -0.786 7.543 0.000 -0.001 -0.002
H -2.873 -0.484 6.040 -0.003 0.003 0.000
H -1.355 0.362 6.352 0.008 0.012 -0.003
H -0.591 -2.820 7.528 0.002 0.001 -0.001
H -1.523 -0.884 3.966 0.058 -0.053 -0.011
H 0.611 -4.921 7.376 0.000 -0.003 0.004
H 1.850 -4.852 6.105 0.002 0.001 0.001
H 0.397 -5.794 5.839 -0.003 -0.001 -0.002



It is found that the F_max values, taken in the order of the records, are 3.56, 3.35, 0.85 eV/A.
It is found that the DFT total energy values, taken in the order of the records, are -92474.3700, -25781.1144, -76261.7690 eV.
It is found that the energy relative to the best compared isomer or geometry (same formula, charge and spin) values, taken in the order of the records, are 55.2, 0.0, 16.8 kcal/mol.